Here is a single C8H8ClN molecule at a distorted geometry from OMol25. Energies are from ωB97M-V with the def2-TZVPD basis set.

Summary:
Relative energy (zero: lowest compared OMol25 entry of this formula, charge and spin) in eV: 6.806
HOMO-LUMO gap in eV: 7.568

Geometry as XYZ:
```
18
C8H8ClN (ωB97M-V with the def2-TZVPD basis set)
C 0.20194 -2.52616 -0.83756
C -0.35005 -1.45780 -0.43398
C 1.53733 -0.40206 1.39805
C 0.45971 0.06939 2.15109
C 0.93436 0.78901 -0.46098
C -0.44261 0.07269 -0.69180
C -1.09972 -0.57039 0.46846
C -1.08616 0.58980 -1.92737
N 1.82175 -0.05780 0.13403
Cl -2.59719 -0.72510 1.15592
H 2.02838 -1.25576 1.72105
H 0.03400 -0.31728 3.11883
H 0.06042 1.08083 1.90747
H 1.18568 0.99273 -1.46851
H 0.91127 1.75652 0.05943
H -0.37467 0.27649 -2.67535
H -1.07236 1.61184 -1.73450
H -2.15209 0.07305 -1.88431
```

---

Here is a gas-phase ion, C8H8ClO2S (charge -1) at a distorted geometry from OMol25. Energies are from ωB97M-V with the def2-TZVPD basis set.

Summary:
Relative energy (zero: lowest compared OMol25 entry of this formula, charge and spin) in eV: 0.000
Net charge: -1
Spin multiplicity: 3
HOMO-LUMO gap (alpha / beta) in eV: 3.971 / 6.236
<S²>: 2.016

Geometry as XYZ:
```
20
C8H8ClO2S (ωB97M-V with the def2-TZVPD basis set)
C -0.03569 -1.06599 2.94781
C 0.66606 -1.31249 1.72917
C -1.29445 -0.99058 2.66128
C -0.13161 -1.41537 0.61660
C -0.53149 -3.09779 -1.12195
C 0.41053 0.69698 -1.92406
C -0.41672 -0.53290 -1.78097
C 0.31428 -1.68235 -0.77574
O 0.19927 -4.05029 -1.34655
O -1.72705 -2.87487 -1.02415
S -1.80434 -1.28838 1.06568
Cl 2.02799 -1.62726 -0.82189
H 0.63248 -0.93333 3.80406
H 1.70494 -1.32666 1.72111
H -2.08314 -0.60802 3.24663
H 1.46815 0.27936 -1.93804
H 0.15516 1.38893 -1.15779
H 0.30216 1.08117 -2.92889
H -1.46818 -0.60870 -1.24027
H -0.47933 -1.13854 -2.68873
```

---

Here is a molecular structure, C8H8F14InN3O14S7 at a distorted geometry from OMol25. Energies are from ωB97M-V with the def2-TZVPD basis set.

Summary:
Relative energy (zero: lowest compared OMol25 entry of this formula, charge and spin) in eV: 5.633
HOMO-LUMO gap in eV: 2.839

Geometry as XYZ:
```
55
C8H8F14InN3O14S7 (ωB97M-V with the def2-TZVPD basis set)
In 0.79049 0.10731 0.61429
C -1.74937 -1.72888 -2.79397
F -2.97631 -1.73596 -3.41020
F -0.94368 -2.72724 -3.12301
F -1.12366 -0.55285 -3.10953
S -2.02865 -1.77522 -0.92003
O -2.07089 -0.40109 -0.54315
O -3.27235 -2.52936 -0.61352
N -0.49037 -2.39984 -0.27619
S -0.81221 -3.83343 -0.08080
O -1.40724 -4.07490 1.23753
O -1.46466 -4.57691 -1.18896
C 0.88327 -4.59500 0.06168
F 0.85830 -5.85713 0.37858
F 1.46506 -4.71056 -1.13156
F 1.60292 -3.92488 1.02463
C -1.64985 0.26850 4.67478
F -1.55893 -0.12101 5.96315
F -2.88905 0.75704 4.60244
F -0.76092 1.22732 4.40458
S -1.42208 -1.24313 3.52093
O -1.89859 -2.34878 4.37384
O -2.23670 -1.05097 2.30496
N 0.24695 -1.17496 3.19885
S 0.77351 -2.30877 4.11315
O 0.48320 -2.06626 5.52796
O 0.54809 -3.66378 3.61417
C 2.74385 -2.10484 3.87952
F 3.32322 -3.10281 4.52702
F 3.04580 -2.16418 2.54624
F 3.21235 -0.99951 4.48336
N 3.24454 1.37487 -0.08027
S 3.92219 2.14218 -1.33665
O 4.39262 1.49692 -2.60083
O 4.53118 3.48802 -1.09556
F 2.48949 2.64094 -1.91261
S 4.81647 1.33331 0.69189
O 5.03350 2.51512 1.54178
O 5.93327 0.73573 0.01368
F 4.44822 0.14554 1.80699
C -2.95360 3.49510 -3.66338
C -2.39680 4.49597 -2.60451
C -0.92121 4.22194 -2.54461
S -0.71954 2.37466 -2.77188
O -0.52049 1.60578 -1.51429
O 0.15587 2.23185 -3.90337
C -2.46222 2.06409 -3.36514
H -2.58113 3.67904 -4.67112
H -4.04313 3.51921 -3.68414
H -2.88185 4.25956 -1.65745
H -2.62588 5.51457 -2.91766
H -0.44441 4.46446 -1.59490
H -0.40916 4.69756 -3.38109
H -2.93299 1.61504 -2.49060
H -2.29662 1.30038 -4.12502
```

---

Here is a single C8H8F3N3 molecule at a distorted geometry from OMol25. Energies are from ωB97M-V with the def2-TZVPD basis set.

Summary:
Relative energy (zero: lowest compared OMol25 entry of this formula, charge and spin) in eV: 6.557
Structure (SMILES): Cc1cccc(N(F)/C(=N\F)NF)c1
HOMO-LUMO gap in eV: 9.322

Geometry as XYZ:
```
22
C8H8F3N3 (ωB97M-V with the def2-TZVPD basis set)
C 1.96602 0.52393 2.20688
C 1.25794 -0.32800 1.21490
C 1.63950 -1.67546 1.01543
C 0.84346 -2.43687 0.14344
C -0.08185 -1.84433 -0.60229
C -0.46327 -0.51358 -0.42883
N -1.68847 -0.07955 -1.07095
F -2.07930 -0.86988 -2.26519
C -2.00128 1.32430 -1.42348
N -3.02547 1.97448 -1.02087
F -3.92472 1.30250 -0.24269
N -0.98567 1.84526 -2.19525
F -0.82927 3.24178 -2.24459
C 0.25074 0.27917 0.44161
H 1.95890 1.72219 2.04291
H 1.32546 0.55492 3.13849
H 2.93392 0.21898 2.43189
H 2.48828 -2.04200 1.69093
H 1.12920 -3.47896 -0.17206
H -0.74243 -2.46078 -1.24118
H -0.07205 1.43172 -2.25376
H 0.10037 1.31018 0.83464
```

---

Here is a molecular structure, C8H8HfNO7 at a distorted geometry from OMol25. Energies are from ωB97M-V with the def2-TZVPD basis set.

Summary:
Net charge: -1
HOMO-LUMO gap (alpha / beta) in eV: 2.451 / 2.402

Geometry as XYZ:
```
25
C8H8HfNO7 (ωB97M-V with the def2-TZVPD basis set)
Hf 0.24328 -1.23804 -1.76245
O -2.93373 -1.91770 3.33080
C -2.29434 -1.78088 2.30580
C -0.89690 -2.27200 2.04988
O -0.25283 -2.87941 2.88865
C -0.55539 -1.85343 0.63444
C -1.59800 -1.18738 0.07297
O -1.70939 -0.68357 -1.07346
C -2.74998 -1.08820 1.05195
O -3.85351 -0.57916 0.94952
O 0.57062 -2.14011 0.15438
N 0.88345 3.51673 -0.29607
C 1.12656 2.43205 0.65400
C 0.57442 1.13426 0.13533
O -0.28592 0.53759 0.76282
O 1.03206 0.62039 -1.02257
H 1.27342 4.40560 0.09274
H -0.14489 3.63501 -0.44834
H 1.35444 3.31195 -1.20740
H 0.65033 2.68370 1.62811
H 2.22006 2.31872 0.81998
C 2.39203 -1.86571 -2.47662
H 2.44760 -1.80088 -3.58275
H 2.59841 -2.90760 -2.15634
H -0.09177 -0.40195 -3.50536
```

---

Here is a single C8H8N2O2S molecule at a distorted geometry from OMol25. Energies are from ωB97M-V with the def2-TZVPD basis set.

Summary:
Relative energy (zero: lowest compared OMol25 entry of this formula, charge and spin) in eV: 1.724
HOMO-LUMO gap in eV: 9.091

Geometry as XYZ:
```
21
C8H8N2O2S (ωB97M-V with the def2-TZVPD basis set)
C 0.05674 -0.97106 -2.26546
C 0.17663 -1.59700 -0.98935
C -0.37263 0.34361 -2.41195
C -0.22130 -0.82162 0.10812
C -0.56211 1.04769 -1.30023
C -0.57004 0.51578 -0.03824
C -0.25347 1.27224 2.13025
C 0.81212 0.32021 2.64618
N -0.57489 2.09715 3.17970
N -0.84991 1.34609 1.02322
O -0.41917 0.64526 5.23154
O 1.46945 0.94989 3.70203
S 0.31769 1.69389 4.63153
H 0.27463 -1.50821 -3.17998
H 0.31353 -2.65954 -0.90652
H -0.24487 0.92516 -3.35396
H -0.11506 -1.10090 1.06061
H -0.96552 2.09938 -1.60448
H 0.19329 -0.47536 3.06272
H 1.49332 -0.12942 1.90651
H -1.16847 2.77783 2.87550
```

---

How do the records compare in electronic energy? In the order shown, they have -22429.3228; -35874.9346; -160609.6287; -21040.6523; -25550.7140; -26333.8870 eV.